# 1
Computed, not measured: an isolated ion of composition C23H27O3Si and charge +1 in a non-equilibrium geometry, with wB97M-V/def2-TZVPD.

Computed properties:
* max |F|: 3.01 eV/A
* total charge: +1
* relative energy (zero: lowest compared OMol25 entry of this formula, charge and spin): 17.19 kcal per mole

```
54
C23H27O3Si (wB97M-V/def2-TZVPD)
C 3.18424 -0.35100 2.99944
Si 1.70522 -0.36050 1.89305
C 1.76958 0.98116 0.60556
C 1.46663 -2.03852 1.12506
O 0.41547 -0.08043 3.05199
C -0.86831 0.09445 2.88460
C -1.72314 -0.09375 4.15645
C -3.14546 -0.07048 3.69087
C -3.32499 -0.84679 2.40498
C -2.83631 0.03949 1.31992
O -1.30920 0.31407 1.68589
H 4.12681 -0.42838 2.45171
H 3.23602 0.56140 3.59532
H 3.15736 -1.18543 3.70294
H 2.69638 0.92722 0.02026
H 0.94335 0.91583 -0.10803
H 1.74590 1.97560 1.06005
H 2.26495 -2.27940 0.41691
H 1.48309 -2.83478 1.87215
H 0.52154 -2.12564 0.58770
H -1.29418 -1.09196 4.57698
H -3.75708 -0.44224 4.53764
H -3.32149 1.02275 3.53349
H -2.79712 -1.81807 2.48441
H -4.38110 -1.08856 2.23843
H -2.79810 -0.45550 0.36549
H -3.35050 0.99083 1.21101
C -2.53149 7.57031 5.05344
C -1.63130 6.73510 4.36218
C -1.71530 5.33904 4.52518
C -2.68630 4.75607 5.36890
C -2.77415 3.30128 5.48790
O -3.76324 2.91330 6.37369
C -3.63049 1.65374 6.95633
C -2.72981 0.68439 6.44894
C -2.74708 -0.52733 7.11815
C -3.41471 -0.71328 8.31849
C -4.18146 0.31454 8.85222
C -4.45164 1.43421 8.06544
C -1.74029 0.93759 5.25570
C -1.95978 2.37465 4.85351
C -3.56791 5.61936 6.06756
C -3.48532 6.99915 5.92810
H -2.47588 8.66532 4.91322
H -0.83527 7.18284 3.73921
H -0.99106 4.69439 4.02567
H -2.19002 -1.31792 6.64357
H -3.32722 -1.65839 8.84253
H -4.67908 0.17772 9.80782
H -5.21152 2.17166 8.34372
H -0.68783 0.68553 5.59769
H -1.45343 2.67868 3.92372
H -4.28520 5.20848 6.76289
H -4.11344 7.66447 6.51400
```

# 2
Computed, not measured: C23H28BF2N3O4S3Sr as an isolated structure in a non-equilibrium geometry, with wB97M-V/def2-TZVPD.

Computed properties:
* max |F|: 1.42 eV/A
* total charge: -2
* relative energy (zero: lowest compared OMol25 entry of this formula, charge and spin): 35.38 kcal per mole

```
65
C23H28BF2N3O4S3Sr (wB97M-V/def2-TZVPD)
Sr 0.51522 -2.00357 -0.90792
C -1.05942 5.53061 -0.11212
C 0.24522 4.85746 -0.55823
S 0.18376 3.19366 -1.20797
C -0.38628 2.27813 0.22995
C -1.89468 2.25347 0.53436
S -2.94551 2.07836 -0.93108
C -4.20935 3.31178 -0.61885
C -3.76726 4.74741 -0.28600
S -2.44820 5.47935 -1.28225
H -0.84047 6.57957 0.10196
H -1.39652 5.08031 0.82031
H 0.91904 4.88526 0.30660
H 0.71941 5.45646 -1.34014
H 0.13614 2.66280 1.11209
H -0.08533 1.22812 0.15724
H -2.21474 3.15182 1.05972
H -2.05742 1.40167 1.19760
H -4.88285 2.99704 0.18635
H -4.80440 3.31538 -1.53511
H -3.46260 4.81283 0.75843
H -4.64098 5.39670 -0.38080
N -7.33731 -5.00884 -0.62966
C -6.30864 -4.49672 -0.60912
C -4.99909 -3.83963 -0.57615
C -4.84381 -2.59396 -1.15716
C -3.58673 -2.00343 -1.08319
N -2.55470 -2.58374 -0.48313
C -2.71268 -3.79170 0.05335
C -3.92937 -4.46715 0.03909
H -5.66194 -2.09468 -1.65563
H -3.39692 -1.03231 -1.52056
H -1.83209 -4.24349 0.49332
H -4.02203 -5.44452 0.49033
C 3.05120 -1.20568 -1.14797
C 4.24815 -1.00596 -0.93759
C 5.63484 -0.77288 -0.69676
C 6.58315 -1.79927 -0.84337
C 7.93132 -1.57701 -0.61232
C 8.38872 -0.32203 -0.22478
C 7.46458 0.70552 -0.07179
C 6.11598 0.48618 -0.30201
H 6.22659 -2.77740 -1.13973
H 8.63081 -2.39657 -0.73652
H 9.44278 -0.14923 -0.04254
H 7.79481 1.69323 0.23180
H 5.39781 1.28757 -0.18188
C 1.04741 0.14182 2.89359
C 0.32283 -0.99108 2.16520
C -0.95567 -1.38548 2.90490
O 0.06042 -0.65958 0.85475
H 1.43183 -0.16267 3.87431
H 0.36722 0.99078 3.04336
H 1.88529 0.47807 2.28005
H 0.99923 -1.87138 2.23521
H -1.64467 -0.53200 2.91769
H -0.76836 -1.69839 3.93987
H -1.45314 -2.20632 2.38461
O 2.38458 -4.94684 -0.20968
N 1.29910 -4.51564 -0.53405
O 0.40237 -4.21617 0.34704
O 0.99151 -4.27475 -1.73467
F -2.25202 -1.65755 -3.63013
B -0.96018 -1.20565 -3.28922
F -0.50593 -0.54809 -4.40301
```

# 3
Computed, not measured: C23H28BiGeO8P2SbSe4 as an isolated structure in a non-equilibrium geometry, with wB97M-V/def2-TZVPD.

Computed properties:
* max |F|: 1.44 eV/A
* total charge: -2
* relative energy (zero: lowest compared OMol25 entry of this formula, charge and spin): 51.79 kcal per mole

```
68
C23H28BiGeO8P2SbSe4 (wB97M-V/def2-TZVPD)
Bi 1.39070 -0.88115 1.19300
C 1.16841 -0.37044 6.00232
C 1.44344 -0.77097 4.55251
O 1.12149 0.24415 3.62023
P 0.30526 -2.16917 4.10798
O 0.67015 -3.34630 5.09937
O -1.15496 -1.78376 4.51444
O 0.39955 -2.56811 2.65311
P 3.23679 -1.36482 4.35407
O 4.02340 -0.61276 5.57309
O 3.24681 -2.83047 4.66226
O 3.80097 -0.84283 3.06777
H 0.12598 -0.06337 6.10036
H 1.80971 0.46637 6.27842
H 1.37662 -1.20046 6.67889
H 1.23762 1.14728 3.94893
H 1.66194 -3.48430 4.95623
H -1.45196 -0.81899 4.35581
H 4.27829 0.27532 5.27007
C 2.31467 2.70836 -0.13763
C 3.35598 2.20433 0.83336
O 3.56078 0.78270 0.66977
H 2.19084 3.78661 -0.01655
H 1.35001 2.23250 0.04166
H 2.59975 2.48476 -1.17136
H 3.04299 2.42925 1.85413
H 4.30897 2.71657 0.65227
H 3.87896 0.41131 1.51260
C 0.06125 -0.37302 -0.38546
Ge -0.91599 -0.35398 -2.02024
C -2.81787 -0.75506 -1.75226
C -3.80434 0.20442 -1.98859
C -5.14344 -0.07657 -1.73509
C -5.50929 -1.32072 -1.24065
C -4.53594 -2.28449 -0.99926
C -3.20033 -2.00006 -1.25108
C -0.68686 1.42590 -2.82388
C 0.04585 1.59642 -4.00332
C 0.33665 2.86784 -4.48524
C -0.09647 3.98963 -3.78871
C -0.82775 3.83927 -2.61578
C -1.11896 2.56659 -2.13885
C -0.22427 -1.63561 -3.33924
C 0.87021 -2.46402 -3.09308
C 1.33063 -3.34734 -4.06569
C 0.70049 -3.41125 -5.30317
C -0.39295 -2.59175 -5.56513
C -0.85109 -1.71523 -4.58825
H -3.51949 1.18252 -2.36134
H -5.89658 0.68389 -1.90743
H -6.55153 -1.53935 -1.03355
H -4.81864 -3.25081 -0.59763
H -2.44218 -2.74905 -1.04051
H 0.39517 0.72546 -4.54761
H 0.91548 2.98263 -5.39600
H 0.14273 4.98378 -4.15399
H -1.15983 4.69880 -2.04619
H -1.67241 2.47527 -1.20917
H 1.36698 -2.41195 -2.12803
H 2.18067 -3.98637 -3.85641
H 1.06048 -4.09746 -6.06056
H -0.88719 -2.63659 -6.52946
H -1.70806 -1.07775 -4.79396
Se -2.34605 1.16313 4.44796
Sb -1.09356 2.38845 2.70083
Se 0.96739 3.36850 3.66976
Se -2.48211 4.04318 1.58469
Se -0.96398 0.11112 1.21446
```

# 4
Computed, not measured: a 7-piece molecular cluster, C23H28Br2Cl20FINO overall in a non-equilibrium geometry, with wB97M-V/def2-TZVPD.

Computed properties:
* max |F|: 5.03 eV/A
* total charge: +1
* relative energy (zero: lowest compared OMol25 entry of this formula, charge and spin): 149.34 kcal per mole

```
77
C23H28Br2Cl20FINO (wB97M-V/def2-TZVPD)
C 0.71524 -0.54744 4.75156
C -0.10305 -0.04325 3.45328
Cl -0.26155 1.72861 3.10653
C -0.67928 -0.99379 2.58189
Cl -0.46960 -2.77347 3.00240
N -1.41703 -0.69701 1.34401
C -2.81635 -0.29597 1.42074
F -3.35168 -0.21830 2.72288
C -3.68668 0.02640 0.19245
C -5.21711 0.50186 0.23128
Br -6.38133 -0.60785 1.39788
C -5.37485 2.08018 0.60654
C -6.87237 2.56755 0.18884
Br -5.20753 2.43485 2.56250
C -3.02455 -0.13002 -1.20716
C -1.50813 -0.56073 -1.25468
C -0.88536 -0.71252 -2.72985
C -1.54741 -2.08038 -3.34381
C -0.40156 -3.21720 -3.18700
I -2.27824 -1.82881 -5.37469
C -0.72545 -0.82853 0.06090
C 0.81382 -1.23735 -0.07598
C 1.66578 0.03346 -0.66216
C 2.96421 0.37712 0.21436
O 3.48489 1.65600 -0.28363
H 0.02827 -1.08862 5.50538
H 1.51364 -1.32859 4.46465
H 1.25152 0.32446 5.27089
H -5.64483 0.41169 -0.83572
H -4.64753 2.74391 0.02651
H -7.31174 1.77419 -0.50688
H -7.57354 2.67545 1.08334
H -6.78177 3.57358 -0.35082
H -3.62914 0.06195 -2.15662
H 0.24142 -0.87427 -2.73641
H -1.12386 0.21155 -3.35275
H -2.39643 -2.41091 -2.63329
H 0.62845 -2.85229 -3.51239
H -0.69544 -4.13124 -3.80182
H -0.34912 -3.54242 -2.07716
H 1.31013 -1.53561 0.90749
H 0.95442 -2.12835 -0.79118
H 2.00451 -0.19071 -1.73580
H 0.97030 0.94439 -0.63655
H 3.80106 -0.38729 -0.01413
H 2.71118 0.42722 1.33515
H 3.37106 2.34844 0.40482
C 2.67688 -1.68133 -6.23942
Cl 2.22308 -0.60098 -4.91097
Cl 4.43519 -1.82370 -6.34660
Cl 1.93264 -3.27250 -6.02748
H 2.30967 -1.25262 -7.16996
C -0.62772 4.81007 0.79864
Cl -0.84704 4.88353 2.55354
Cl 0.84574 3.91702 0.39105
Cl -2.03706 4.06718 0.02702
H -0.52736 5.82766 0.42245
C 0.25750 -4.40796 6.98448
Cl -0.48904 -3.97040 8.52723
Cl 1.65545 -3.37351 6.65356
Cl 0.73202 -6.11178 6.98354
H -0.47556 -4.25618 6.19417
C 4.49624 -4.06174 3.83745
Cl 4.64293 -4.27416 5.58861
Cl 2.91651 -3.38065 3.41223
Cl 5.79692 -3.03060 3.22590
H 4.58426 -5.03942 3.36744
C -0.97331 7.32417 -2.37364
Cl -2.54485 6.56686 -2.66745
Cl -0.86217 7.89973 -0.70295
Cl 0.33875 6.19169 -2.72876
H -0.87619 8.18088 -3.03782
C 6.87920 0.14323 -4.02365
Cl 5.73612 0.48762 -2.71600
Cl 6.37484 0.94701 -5.51681
Cl 8.51340 0.64375 -3.56848
H 6.88625 -0.93105 -4.19850
```

One value per record, in order, for lowest unoccupied orbital energy: -0.129; 0.134; 0.147; -0.169 Eh.
One value per record, in order, for HOMO level: -10.7; -1.5; -2.0; -12.0 eV.